1.
C6H10O | ωB97M-V/def2-TZVPD

Atoms and positions in Å:
C -0.83208 -0.84418 -1.56657
C -0.23087 -0.72168 -0.17270
C 1.27669 -0.38059 -0.13045
C 1.40685 0.45868 1.11948
C 0.21992 0.77302 1.63995
C -0.88927 0.37792 0.69451
O -1.26612 1.53349 -0.05015
H -0.80586 0.12011 -2.08311
H -0.28904 -1.57878 -2.17162
H -1.88046 -1.15932 -1.51453
H -0.36859 -1.67089 0.36362
H 1.59891 0.17249 -1.02509
H 1.90088 -1.28081 -0.08159
H 2.36610 0.78351 1.51394
H 0.04663 1.38047 2.52360
H -1.81284 0.03006 1.16811
H -0.44087 2.00651 -0.22740

Summary:
Electronic energy = -309.836229 Eh
M = 98.1 g mol⁻¹
Spin multiplicity = 1
Maximum force = 0.3 eV/Å
LUMO = 1.01 eV
Relative energy (zero: lowest compared OMol25 entry of this formula, charge and spin) = 16.13 kJ/mol
HOMO-LUMO gap = 10.663 eV


2.
C3H9PS3 | ωB97M-V/def2-TZVPD

Atoms and positions in Å:
C 0.65860 -2.77004 -1.12318
S 0.77939 -1.63188 0.36228
P 1.17614 0.33545 -0.44402
S 1.61618 1.51724 1.31257
S 3.15922 0.14371 -1.16441
H 1.19886 -3.59456 -0.97359
H 0.84971 -2.07558 -1.91491
H -0.31250 -3.18723 -1.27369
H 0.36544 1.99662 1.35138
H 3.15555 1.42508 -1.60341
C -2.06278 1.98663 1.11539
C -2.11277 0.69131 0.79216
H -2.37156 2.68899 0.43636
H -1.85744 2.26546 2.11423
H -2.20289 0.37689 -0.30675
H -2.03913 -0.16809 1.31959

Summary:
Electronic energy = -1655.573956 Eh
M = 172.3 g mol⁻¹
Spin multiplicity = 1
Maximum force = 4.7 eV/Å
LUMO = 0.48 eV
Relative energy (zero: lowest compared OMol25 entry of this formula, charge and spin) = 226.35 kJ/mol
HOMO-LUMO gap = 8.841 eV